This record from the Open Molecules 2025 dataset describes 10 unconnected molecules or ions with the total composition C30H66B4F16N7O5 at a distorted geometry. The level of theory is wB97M-V/def2-TZVPD.

Structure (XYZ):
```
128
Properties=species:S:1:pos:R:3:lowdin_charge:R:1
C 4.70 0.63 -4.52 0.046
C 4.24 1.64 -5.56 -0.343
O 4.62 2.79 -5.66 0.194
N 3.16 1.07 -6.49 0.081
H 2.75 0.22 -6.12 0.164
H 2.41 1.75 -6.48 0.180
C 3.64 0.90 -7.90 0.037
H 3.85 0.08 -4.11 0.072
H 5.18 1.26 -3.77 0.112
H 5.44 -0.10 -4.84 0.105
H 2.66 0.78 -8.36 0.110
H 3.93 -0.12 -8.17 0.115
H 4.27 1.73 -8.23 0.128
C -7.68 2.34 -4.11 0.040
C -7.55 0.91 -3.55 -0.352
O -8.18 0.39 -2.69 0.187
N -6.47 0.15 -4.31 0.090
H -6.91 -0.51 -4.93 0.180
H -6.00 0.83 -4.89 0.138
C -5.53 -0.70 -3.45 0.011
H -7.70 2.32 -5.20 0.102
H -6.94 3.10 -3.86 0.104
H -8.59 2.82 -3.76 0.103
H -4.89 -0.09 -2.81 0.073
H -4.85 -1.08 -4.21 0.107
H -6.08 -1.54 -3.02 0.112
C 3.64 2.50 11.48 0.068
N 3.27 2.00 10.11 -0.091
C 3.76 0.80 9.81 0.032
C 3.49 0.18 8.55 0.088
C 2.66 0.86 7.63 -0.099
C 2.13 2.11 8.00 0.053
C 2.43 2.67 9.27 0.060
C 2.20 0.36 6.25 -0.140
C 1.88 -0.96 6.06 0.044
C 1.48 -1.43 4.78 0.062
N 1.37 -0.52 3.75 -0.071
C 1.58 0.80 3.94 0.077
C 2.08 1.26 5.20 0.071
C 1.01 -0.97 2.41 0.020
H 4.71 2.43 11.63 0.124
H 2.96 2.04 12.20 0.124
H 3.26 3.52 11.45 0.102
H 4.43 0.45 10.58 0.153
H 3.77 -0.84 8.29 0.130
H 1.45 2.65 7.36 0.126
H 2.10 3.64 9.62 0.149
H 1.88 -1.69 6.85 0.136
H 1.13 -2.42 4.54 0.151
H 1.24 1.49 3.18 0.139
H 2.27 2.32 5.22 0.138
H 1.78 -1.69 2.14 0.116
H 1.04 -0.20 1.64 0.069
H -0.05 -1.23 2.32 0.110
C 1.30 -3.23 -2.95 -0.055
C 2.25 -4.07 -3.76 -0.270
C 3.69 -3.75 -3.38 -0.195
O 4.48 -4.20 -4.48 -0.190
C 5.90 -3.80 -4.30 -0.026
N 1.80 -5.55 -3.66 0.269
H 2.44 -6.15 -4.15 0.172
H 1.65 -5.85 -2.70 0.172
H 0.93 -5.75 -4.14 0.169
H 0.27 -3.38 -3.28 0.092
H 1.47 -2.16 -3.06 0.072
H 1.22 -3.46 -1.89 0.096
H 2.15 -3.70 -4.78 0.159
H 4.07 -4.13 -2.43 0.151
H 3.75 -2.66 -3.29 0.110
H 6.04 -2.73 -4.18 0.075
H 6.44 -4.02 -5.23 0.094
H 6.37 -4.31 -3.46 0.102
C 2.05 0.37 -1.41 0.013
C 0.57 0.26 -1.91 -0.268
C -0.39 -0.62 -1.20 -0.144
O -1.63 -0.65 -2.00 -0.152
C -2.64 -1.41 -1.40 -0.103
N -0.09 1.64 -1.93 0.258
H -0.25 2.06 -1.02 0.111
H 0.53 2.33 -2.32 0.113
H -1.01 1.55 -2.33 0.134
H 2.58 -0.55 -1.66 0.064
H 2.05 0.36 -0.32 0.080
H 2.65 1.22 -1.72 0.075
H 0.63 0.12 -2.99 0.142
H -0.68 -0.11 -0.28 0.117
H 0.10 -1.55 -0.90 0.124
H -2.46 -2.44 -1.07 0.094
H -3.51 -1.48 -2.06 0.066
H -2.98 -0.90 -0.50 0.084
C -5.54 -1.35 4.99 0.000
C -4.89 -0.86 3.62 -0.236
C -5.87 -0.32 2.58 -0.159
O -5.24 -0.27 1.27 -0.179
C -6.06 -0.19 0.17 -0.134
N -3.87 0.35 3.77 0.258
H -3.01 -0.01 4.16 0.154
H -3.69 0.80 2.89 0.119
H -4.25 1.01 4.43 0.162
H -6.46 -1.92 4.86 0.102
H -5.71 -0.42 5.54 0.081
H -4.80 -1.92 5.55 0.082
H -4.44 -1.75 3.17 0.146
H -6.27 0.64 2.91 0.142
H -6.79 -0.91 2.50 0.140
H -6.72 -1.04 -0.01 0.104
H -5.42 0.06 -0.68 0.071
H -6.71 0.68 0.05 0.099
B 2.61 3.98 -1.93 -1.276
F 3.94 3.77 -1.99 0.347
F 2.26 5.29 -2.26 0.410
F 1.95 3.16 -2.72 0.215
F 2.12 3.66 -0.63 0.355
B -1.14 2.51 1.39 -1.447
F 0.05 1.82 1.13 0.094
F -1.05 3.41 2.39 0.187
F -1.29 3.17 0.24 0.188
F -2.22 1.68 1.59 0.142
B 5.12 -1.52 -0.14 -1.461
F 5.35 -0.28 0.44 0.102
F 6.18 -2.31 0.09 0.182
F 3.91 -1.91 0.43 0.075
F 4.95 -1.44 -1.47 0.155
B -3.47 2.69 -3.89 -1.275
F -2.41 1.96 -4.46 0.080
F -3.19 2.82 -2.50 0.083
F -3.49 3.98 -4.48 0.098
F -4.61 1.98 -4.04 0.150
```

Output
- Total charge: +4
- LUMO level (spin up / spin down): -9.72 / -14.73 eV
- HOMO-LUMO gap (spin up / spin down): 7.39 / 2.38 eV
- <S²>: 0.757
- Spin multiplicity: 2
- Highest occupied orbital energy (spin up / spin down): -17.1 / -17.1 eV


This record from the Open Molecules 2025 dataset describes C2H7N3S in the gas phase at a distorted geometry. The level of theory is wB97M-V/def2-TZVPD.

Structure (XYZ):
```
13
Properties=species:S:1:pos:R:3:lowdin_charge:R:1
C -2.19 -0.89 -0.09 -0.112
N -1.29 0.22 0.00 -0.164
N 0.02 -0.04 -0.07 -0.009
C 0.85 0.90 -0.07 -0.304
N 2.25 0.71 0.01 -0.449
S 3.07 -0.79 -0.15 0.692
H -3.22 -0.55 -0.22 0.079
H -1.93 -1.54 -0.89 0.064
H -2.19 -1.45 0.83 0.065
H -1.55 1.15 -0.30 0.118
H 0.59 1.92 0.05 0.107
H 2.76 1.53 -0.24 0.047
H 2.84 -1.16 1.15 -0.134
```

Output
- LUMO level: 0.93 eV
- HOMO-LUMO gap: 8.40 eV
- SMILES string: CN/N=C/NS
- Energy relative to the best compared isomer or geometry (same formula, charge and spin): 45.0 kcal/mol
- Highest occupied orbital energy: -7.5 eV


This record from the Open Molecules 2025 dataset describes 2 unconnected molecules or ions with the total composition C2H6O3 at a distorted geometry. The level of theory is wB97M-V/def2-TZVPD.

Structure (XYZ):
```
11
Properties=species:S:1:pos:R:3:lowdin_charge:R:1
C -1.39 -0.14 0.42 -0.122
C 1.20 0.05 0.35 -0.299
O -1.94 0.60 -0.59 -0.075
O 1.32 1.38 0.09 0.006
O 1.53 -0.74 -0.74 -0.011
H -1.51 -1.22 0.39 0.052
H -1.47 0.34 1.38 0.054
H 1.57 -0.23 1.32 0.110
H -2.10 0.04 -1.35 0.088
H 1.01 1.54 -0.81 0.105
H 1.78 -1.62 -0.46 0.093
```

Output
- LUMO level (spin up / spin down): 0.71 / 0.72 eV
- HOMO-LUMO gap (spin up / spin down): 7.73 / 7.53 eV
- Energy relative to the best compared isomer or geometry (same formula, charge and spin): 104.3 kcal/mol
- Highest occupied orbital energy (spin up / spin down): -7.0 / -6.8 eV


This record from the Open Molecules 2025 dataset describes a molecular structure, C35H59FFeN5O3P3. The level of theory is wB97M-V/def2-TZVPD.

Structure (XYZ):
```
107
Properties=species:S:1:pos:R:3:lowdin_charge:R:1
Fe -0.89 1.78 -0.41 0.715
C -0.93 1.79 3.24 -0.220
P -2.13 1.71 1.88 0.840
C -3.41 2.91 2.38 -0.233
C -2.99 0.12 2.06 -0.383
C -3.89 -0.10 0.84 -0.390
P -2.91 -0.14 -0.72 0.863
C -4.28 -0.30 -1.93 -0.237
C -2.24 -1.84 -0.71 -0.225
H -0.44 2.76 3.24 0.051
H -0.17 1.02 3.11 0.036
H -1.43 1.65 4.21 0.065
H -3.91 2.56 3.28 0.066
H -4.16 3.04 1.60 0.044
H -2.96 3.88 2.60 0.042
H -3.57 0.11 2.98 0.102
H -2.24 -0.67 2.12 0.055
H -4.62 0.70 0.75 0.084
H -4.45 -1.03 0.92 0.101
H -4.92 -1.12 -1.62 0.066
H -3.91 -0.51 -2.93 0.042
H -4.87 0.61 -1.96 0.039
H -3.07 -2.55 -0.63 0.064
H -1.57 -1.97 0.14 0.026
H -1.69 -2.03 -1.63 0.046
F 0.07 -3.47 4.12 0.085
C 0.87 -3.17 3.08 -0.178
C 0.52 -2.11 2.30 0.080
C 1.34 -1.71 1.23 -0.046
C 0.98 -0.57 0.40 -0.262
O -0.12 0.03 0.59 -0.169
C 1.90 -0.24 -0.62 -0.018
C 3.02 -1.02 -0.81 0.075
N 3.35 -2.06 -0.05 0.032
C 4.55 -2.82 -0.35 -0.247
C 5.80 -2.09 -0.75 -0.063
C 5.72 -2.75 0.59 -0.083
C 2.51 -2.44 1.00 -0.097
C 2.83 -3.55 1.79 0.074
C 2.03 -3.94 2.85 -0.121
N 2.39 -5.05 3.64 -0.084
C 1.45 -5.68 4.55 -0.121
C 2.06 -6.99 5.07 -0.068
N 3.03 -7.52 4.05 0.067
C 4.23 -6.61 3.93 -0.061
C 3.77 -5.16 4.12 -0.116
C 1.75 0.94 -1.52 -0.561
O 2.44 1.06 -2.51 0.109
O 0.88 1.84 -1.12 -0.195
H -0.37 -1.55 2.53 0.115
H 3.69 -0.77 -1.62 0.158
H 4.34 -3.77 -0.84 0.161
H 5.78 -1.01 -0.77 0.117
H 6.40 -2.55 -1.52 0.122
H 5.62 -2.10 1.45 0.119
H 6.29 -3.65 0.76 0.111
H 3.71 -4.12 1.56 0.115
H 0.52 -5.89 4.02 0.138
H 1.20 -5.07 5.42 0.137
H 1.30 -7.75 5.25 0.146
H 2.63 -6.85 5.99 0.142
H 2.56 -7.56 3.14 0.187
H 3.32 -8.47 4.28 0.192
H 4.66 -6.79 2.95 0.138
H 4.95 -6.91 4.69 0.144
H 4.43 -4.50 3.57 0.127
H 3.83 -4.87 5.17 0.143
N -0.76 5.87 0.89 0.103
C 0.59 5.62 0.84 -0.038
C 0.71 4.32 0.44 -0.109
N -0.56 3.80 0.24 -0.053
C -1.41 4.77 0.52 -0.211
H -1.19 6.76 1.13 0.178
H 1.33 6.36 1.09 0.134
H 1.59 3.74 0.27 0.114
H -2.48 4.71 0.43 0.126
C -1.11 5.45 -2.65 -0.088
C -0.61 4.19 -3.37 -0.497
C 0.92 4.18 -3.39 -0.080
P -1.38 2.61 -2.80 1.086
C -0.61 1.37 -3.93 -0.516
C -0.83 -0.07 -3.47 -0.114
C -0.99 1.53 -5.40 -0.079
C -3.18 2.74 -3.18 -0.522
C -3.55 3.61 -4.39 -0.080
C -3.97 3.19 -1.95 -0.131
H -0.90 6.32 -3.27 0.101
H -0.56 5.59 -1.72 0.051
H -2.18 5.44 -2.44 0.056
H -0.97 4.24 -4.41 0.099
H 1.33 4.06 -2.39 0.063
H 1.26 5.13 -3.79 0.097
H 1.33 3.39 -4.02 0.076
H 0.45 1.58 -3.81 0.077
H -1.87 -0.37 -3.56 0.059
H -0.50 -0.24 -2.44 0.033
H -0.25 -0.74 -4.11 0.103
H -2.04 1.28 -5.57 0.083
H -0.39 0.84 -6.00 0.096
H -0.80 2.53 -5.78 0.079
H -3.46 1.71 -3.41 0.080
H -3.34 4.66 -4.21 0.080
H -4.62 3.52 -4.58 0.097
H -3.03 3.31 -5.30 0.068
H -3.79 4.24 -1.73 0.066
H -3.72 2.61 -1.06 0.019
H -5.04 3.08 -2.13 0.095
```

Output
- Total charge: +3
- LUMO level (spin up / spin down): -7.01 / -7.77 eV
- HOMO-LUMO gap (spin up / spin down): 7.82 / 7.78 eV
- <S²>: 8.763
- Spin multiplicity: 6
- Energy relative to the best compared isomer or geometry (same formula, charge and spin): 1.2 kcal/mol
- Highest occupied orbital energy (spin up / spin down): -14.8 / -15.6 eV


For the records above, the corresponding electronic energy values read -3638.704076, -642.780934, -305.386280, -4255.461440 Ha.